Here is a 10-piece molecular cluster, C29H33BCl36NO3S2 overall in a non-equilibrium geometry from OMol25. Energies are from the ωB97M-V functional and the def2-TZVPD basis.

Structure (ORCA input):
```
! wB97M-V def2-TZVPD RIJCOSX def2/J DEFGRID3
* xyz -1 1
C 0.030 -2.004 2.016
C -1.350 -2.327 2.820
N -2.452 -1.388 2.472
C -3.419 -1.177 3.584
C -4.430 -2.394 3.855
C -3.103 -1.706 1.200
S -2.680 -2.994 0.186
S -4.496 -0.562 0.688
C -4.392 -0.548 -1.163
C -5.538 -1.383 -1.931
C -6.183 -2.604 -1.108
B -6.566 -3.884 -2.111
O -6.564 -5.073 -1.189
C -5.568 -6.102 -1.461
C -5.168 -5.686 -2.969
C -3.814 -6.230 -3.626
C -2.520 -5.905 -2.708
C -1.937 -7.276 -2.095
O -1.471 -5.183 -3.452
C -1.070 -4.055 -2.637
C 0.340 -3.402 -3.014
C 1.626 -4.137 -3.471
C 2.940 -3.318 -3.750
C 3.033 -1.776 -3.569
C 1.719 -1.044 -3.134
C 0.422 -1.838 -2.858
O -5.495 -4.292 -3.076
H 0.920 -2.465 2.587
H -0.005 -2.552 1.007
H 0.163 -0.890 1.804
H -1.619 -3.435 2.765
H -1.089 -2.121 3.930
H -4.067 -0.230 3.462
H -2.828 -1.022 4.566
H -3.984 -3.227 4.518
H -4.868 -2.878 2.920
H -5.326 -1.955 4.442
H -3.330 -0.824 -1.527
H -4.527 0.558 -1.482
H -5.061 -1.757 -2.917
H -6.351 -0.615 -2.234
H -5.513 -3.048 -0.297
H -7.184 -2.208 -0.675
H -7.674 -3.868 -2.582
H -6.126 -7.100 -1.438
H -4.756 -6.224 -0.663
H -5.979 -6.205 -3.620
H -3.909 -7.360 -3.852
H -3.669 -5.662 -4.613
H -2.931 -5.279 -1.825
H -0.795 -7.341 -2.130
H -2.337 -8.205 -2.653
H -2.251 -7.416 -1.001
H -0.973 -4.429 -1.545
H -1.915 -3.269 -2.735
H 1.628 -5.270 -3.606
H 3.873 -3.915 -4.067
H 3.995 -1.202 -3.745
H 1.765 0.090 -2.992
H -0.506 -1.242 -2.523
C 5.354 1.306 -1.432
Cl 4.022 0.345 -2.108
Cl 5.029 3.034 -1.692
Cl 5.482 0.985 0.309
Cl 6.877 0.860 -2.233
C 6.217 7.051 -0.593
Cl 6.861 8.647 -1.032
Cl 5.061 6.518 -1.831
Cl 7.551 5.883 -0.484
Cl 5.393 7.158 0.978
C 2.938 2.390 2.990
Cl 3.844 1.323 4.083
Cl 1.893 3.466 3.942
Cl 4.072 3.367 2.033
Cl 1.939 1.407 1.899
C 1.642 -0.593 7.120
Cl 3.272 -0.657 7.825
Cl 1.566 0.716 5.923
Cl 1.278 -2.141 6.329
Cl 0.453 -0.291 8.406
C -1.853 4.735 3.785
Cl -3.155 5.935 3.626
Cl -0.875 5.109 5.223
Cl -2.561 3.116 3.957
Cl -0.821 4.778 2.338
C 9.766 11.769 -0.005
Cl 8.330 12.444 -0.802
Cl 11.227 12.286 -0.875
Cl 9.840 12.348 1.674
Cl 9.664 9.996 -0.016
C 0.021 8.928 1.992
Cl 1.665 8.827 1.326
Cl -0.284 7.521 3.033
Cl -0.142 10.420 2.945
Cl -1.157 8.944 0.662
C 4.633 13.497 0.959
Cl 6.335 13.205 1.374
Cl 3.610 12.287 1.763
Cl 4.161 15.123 1.497
Cl 4.424 13.371 -0.802
C 2.352 -8.912 -3.773
Cl 1.068 -7.687 -3.838
Cl 2.170 -9.883 -2.296
Cl 2.234 -9.970 -5.196
Cl 3.937 -8.109 -3.762
*
```

The calculation puts the LUMO energy at 0.9 eV. Its total energy is -511386.02922 eV. For the molar mass, the calculation gives 1794.8 g mol⁻¹.

Here are the Mulliken charges for atoms 1 to 2, given in e: atom 1 (C): -0.6432, atom 2 (C): -0.4259



Here is C29H33BiN3O8P2S2 as an isolated structure from OMol25. Energies are from the ωB97M-V functional and the def2-TZVPD basis.

Structure (ORCA input):
```
! wB97M-V def2-TZVPD RIJCOSX def2/J DEFGRID3
* xyz -1 1
Bi -1.322 0.266 -0.420
C 0.805 -5.904 2.661
C 0.290 -4.509 2.306
C -1.070 -4.315 2.991
C 1.288 -3.476 2.851
C 0.142 -4.311 0.797
C 0.481 -5.292 -0.127
C 0.374 -5.045 -1.499
C -0.081 -3.825 -1.936
S -0.241 -3.250 -3.592
C -0.843 -1.604 -2.995
N -0.877 -1.640 -1.579
C -0.449 -2.817 -1.026
C -0.328 -3.080 0.334
C -0.185 0.683 -3.422
C 0.197 1.431 -4.532
C 0.027 2.800 -4.538
C -0.545 3.432 -3.441
C -0.925 2.680 -2.343
C -0.735 1.297 -2.301
H 0.894 -5.994 3.746
H 1.790 -6.089 2.227
H 0.123 -6.683 2.314
H -0.974 -4.455 4.071
H -1.797 -5.036 2.611
H -1.468 -3.315 2.815
H 1.403 -3.596 3.932
H 0.963 -2.454 2.653
H 2.265 -3.606 2.382
H 0.844 -6.257 0.196
H 0.659 -5.812 -2.209
H -0.580 -2.299 1.043
H 0.602 0.901 -5.385
H 0.315 3.373 -5.411
H -0.711 4.501 -3.446
H -1.379 3.175 -1.495
O -5.551 0.275 -1.953
P -4.107 0.918 -2.263
O -4.178 1.849 -3.395
O -3.486 1.255 -0.932
O -3.254 -0.453 -2.644
P -2.555 -1.368 -3.708
O -3.298 -2.742 -3.343
O -2.569 -1.007 -5.126
O 0.083 -0.668 -3.536
H -6.113 0.423 -2.722
H -2.894 -3.477 -3.825
C 3.432 1.765 -2.136
C 3.880 1.395 -0.726
N 3.064 2.017 0.314
C 3.433 3.353 0.781
C 2.603 4.466 0.150
C 1.921 1.465 0.748
S 1.412 -0.046 0.099
N 1.296 2.097 1.754
C 0.012 2.387 1.707
O -0.680 2.401 0.654
C -0.638 2.789 2.995
C -1.999 3.070 3.002
C -2.631 3.419 4.187
C -1.906 3.490 5.368
C -0.545 3.209 5.364
C 0.087 2.858 4.182
H 4.044 1.239 -2.871
H 3.532 2.837 -2.315
H 2.391 1.480 -2.288
H 4.912 1.710 -0.555
H 3.835 0.317 -0.593
H 4.489 3.491 0.546
H 3.320 3.376 1.865
H 2.732 4.489 -0.932
H 2.906 5.434 0.554
H 1.545 4.320 0.363
H -2.549 3.006 2.072
H -3.693 3.631 4.188
H -2.401 3.762 6.293
H 0.022 3.261 6.285
H 1.144 2.630 4.159
*
```

The calculation puts the LUMO energy at 2.5 eV. Its total energy is -97557.54343 eV. For the molar mass, the calculation gives 886.7 g mol⁻¹.

Here are the Mulliken charges for atoms 1 to 2, given in e: atom 1 (Bi): 1.6359, atom 2 (C): -2.2876